Below is 2 unconnected molecules or ions with the total composition CH6NO in a non-equilibrium geometry, with properties calculated with ωB97M-V/def2-TZVPD.

Each line ends with the Löwdin charge.
Element x y z (Å)
O (-0.4377, -2.0013, -1.0139)  -0.51
H (-0.0061, -2.3207, -1.8079)  -0.14
C (-0.1345, 0.8489, 0.9367)  -0.26
N (0.5774, 0.1937, -0.1691)  -0.15
H (-0.4133, 1.8214, 0.5231)  0.03
H (0.4321, 0.9966, 1.8626)  0.03
H (-1.0644, 0.3053, 1.0846)  0.05
H (0.0769, -0.7240, -0.6222)  -0.04
H (0.9697, 0.8801, -0.7940)  -0.01

Forces on atoms 1 to 2 (eV/Å):
O -0.4707 -0.1755 0.0126
H 0.1166 -0.0277 -0.1538

- Net charge: -1
- Energy: -4671.0543 eV
- HOMO: -2.70 eV
- Orbital gap: 7.53 eV